(1)
Computed, not measured: C16H23Cl4CoN7O3Te as an isolated structure, with ωB97M-V/def2-TZVPD.

For the energy relative to the best compared isomer or geometry (same formula, charge and spin), the calculation gives 0.000 eV. Its charge is -2. As for the HOMO-LUMO gap (spin up / spin down): 3.68 / 3.63 eV. The total energy is -4724.16669 Ha. As for the expectation value of S²: 3.76. The calculation puts the HOMO energy (spin up / spin down) at 0.47 / 0.52 eV. As for the spin multiplicity: 4.

```
55
Properties=species:S:1:pos:R:3:lowdin_charge:R:1
Co 0.42 -0.22 -2.16 0.26
C -1.53 0.56 1.83 -0.09
N -2.10 1.39 0.79 -0.18
C -2.49 2.71 1.26 -0.09
C -1.35 1.42 -0.42 -0.43
N -0.10 1.19 -0.51 0.15
N -2.16 1.68 -1.49 0.14
C -1.77 1.65 -2.84 -0.55
N -2.88 1.38 -3.67 0.11
N -0.57 1.88 -3.15 0.11
H -2.29 0.37 2.58 0.09
H -0.67 1.05 2.33 0.08
H -1.21 -0.38 1.39 0.05
H -3.26 2.61 2.03 0.08
H -2.90 3.30 0.44 0.08
H -1.63 3.25 1.69 0.08
H 0.30 0.96 0.40 0.05
H -3.13 1.48 -1.31 0.14
H -2.53 1.25 -4.61 0.09
H -3.25 0.47 -3.41 0.02
H -0.34 1.69 -4.12 0.01
Cl -5.55 -3.84 -2.60 0.57
C -4.06 -3.18 -1.97 -0.74
C -3.62 -3.51 -0.72 -0.74
Cl -4.53 -4.60 0.29 0.57
C -2.41 -2.96 -0.24 -0.61
Cl -1.86 -3.33 1.38 0.62
C -1.61 -2.12 -1.01 -0.41
O -0.49 -1.60 -0.63 -0.16
C -2.09 -1.75 -2.34 -0.40
O -1.41 -0.89 -3.01 -0.20
C -3.30 -2.30 -2.77 -0.61
Cl -3.89 -1.78 -4.33 0.64
C 4.14 1.00 -0.69 -0.06
N 3.81 0.56 0.66 -0.10
C 4.36 1.29 1.76 -0.19
C 4.37 0.42 3.00 -0.17
C 2.96 -0.04 3.29 -0.19
N 2.33 -0.57 2.11 -0.09
C 1.23 -1.49 2.29 -0.06
C 2.77 -0.34 0.81 -0.48
O 2.25 -0.88 -0.14 0.02
H 5.22 0.91 -0.86 0.08
H 3.85 2.05 -0.83 0.09
H 3.63 0.39 -1.44 -0.03
H 3.80 2.22 1.96 0.12
H 5.38 1.59 1.49 0.11
H 4.79 0.95 3.86 0.11
H 5.00 -0.45 2.80 0.12
H 2.37 0.81 3.69 0.12
H 2.95 -0.81 4.07 0.11
H 1.58 -2.44 2.71 0.09
H 0.74 -1.67 1.34 0.05
H 0.50 -1.06 2.99 0.07
Te 2.22 -0.30 -3.97 -0.45
```


(2)
Computed, not measured: a 2-piece molecular cluster, C5H13NO overall at a distorted geometry, with ωB97M-V/def2-TZVPD.

For the energy relative to the best compared isomer or geometry (same formula, charge and spin), the calculation gives 2.049 eV. As for the HOMO-LUMO gap: 10.52 eV. The total energy is -328.24354 Ha. The calculation puts the HOMO energy at -9.77 eV.

```
20
Properties=species:S:1:pos:R:3:lowdin_charge:R:1
C 1.36 -1.98 -0.97 -0.03
C 0.47 -2.58 0.11 -0.51
O 0.99 -3.26 1.10 -0.05
N -0.85 -2.37 0.07 0.15
H 1.22 -0.86 -1.08 0.05
H 1.14 -2.13 -2.10 0.10
H -1.34 -2.98 0.69 0.10
H -1.49 -1.96 -0.58 0.10
H 2.48 -2.07 -0.91 0.09
C -0.13 2.04 0.85 -0.33
C 0.68 1.70 -0.37 -0.15
C -1.62 1.80 0.57 -0.13
H 0.26 1.39 1.83 0.15
H 0.22 3.05 1.43 0.13
H 0.38 0.82 -0.91 0.04
H 1.65 1.62 -0.11 0.03
H -2.27 1.93 1.34 0.03
H -2.08 2.50 -0.22 0.11
H 0.59 2.56 -1.06 0.09
H -1.66 0.77 0.32 0.04
```


(3)
Computed, not measured: C27H31Br2CaFIN8O4S as an isolated structure at a distorted geometry, with ωB97M-V/def2-TZVPD.

For the energy relative to the best compared isomer or geometry (same formula, charge and spin), the calculation gives 0.586 eV. Its charge is +1. As for the HOMO-LUMO gap: 7.01 eV. The total energy is -8407.81702 Ha. The calculation puts the HOMO energy at -9.76 eV.

```
76
Properties=species:S:1:pos:R:3:lowdin_charge:R:1
Ca -1.77 -0.32 -0.18 1.36
C -2.72 -4.14 2.02 0.03
C -3.29 -2.92 1.29 -0.46
O -2.54 -2.25 0.53 -0.19
N -4.59 -2.63 1.43 0.08
C -5.19 -1.41 0.93 -0.12
C -4.81 -0.13 1.67 -0.25
C -5.70 0.47 2.60 0.01
C -5.27 1.63 3.29 -0.02
C -3.97 2.05 3.05 -0.04
C -3.20 1.43 2.09 -0.10
N -3.61 0.39 1.33 0.01
H -2.91 -4.01 3.10 0.10
H -1.70 -4.39 1.83 0.08
H -3.26 -5.03 1.61 0.11
H -5.16 -3.26 2.03 0.18
H -6.27 -1.58 0.96 0.13
H -4.79 -1.31 -0.13 0.05
H -6.73 0.09 2.68 0.12
H -5.95 2.24 3.91 0.12
H -3.55 2.88 3.57 0.11
H -2.19 1.73 1.89 0.09
Br -1.30 -2.48 -4.00 0.63
C -2.83 -3.03 -3.04 -0.94
Br -3.87 -1.31 -2.60 0.59
H -2.43 -3.48 -2.14 -0.01
H -3.43 -3.64 -3.73 0.02
N -0.49 2.05 -4.53 -0.02
N 0.61 1.52 -3.86 -0.13
C 1.62 2.30 -3.47 -0.93
N 2.50 1.68 -2.64 0.10
S 1.66 3.90 -4.02 0.57
H -0.10 2.75 -5.19 0.03
H -1.11 2.58 -3.87 0.07
H 0.42 0.56 -3.55 0.13
H 2.23 0.75 -2.34 0.07
H 3.09 2.22 -2.02 0.11
C 5.29 0.90 3.28 -0.04
C 5.13 -0.25 2.28 -0.29
C 6.46 -0.71 1.69 -0.14
C 6.42 -1.75 0.56 -0.11
C 5.09 -1.69 -0.20 -0.12
C 5.00 -2.54 -1.31 0.06
C 3.75 -2.77 -1.85 -0.20
F 3.67 -3.48 -3.02 0.05
C 2.62 -2.03 -1.41 0.05
C 2.73 -1.13 -0.40 -0.07
C 1.49 -0.49 0.03 -0.32
O 0.39 -1.01 -0.35 -0.17
C 1.73 0.66 0.83 -0.02
C 3.05 0.90 1.35 0.10
N 4.10 0.01 1.22 0.02
C 4.02 -0.96 0.30 -0.10
C 0.72 1.77 0.95 -0.61
O 1.05 2.77 1.58 0.04
O -0.49 1.60 0.51 -0.22
H 6.18 0.74 3.93 0.10
H 4.39 0.90 3.97 0.11
H 5.38 1.90 2.86 0.09
H 4.73 -1.09 2.82 0.15
H 7.05 -1.06 2.52 0.11
H 7.04 0.17 1.35 0.14
H 6.59 -2.76 0.94 0.12
H 7.26 -1.60 -0.14 0.13
H 5.89 -2.96 -1.76 0.14
H 1.69 -2.11 -1.92 0.11
H 3.22 1.77 1.95 0.13
I -5.59 5.16 -1.16 0.85
C -3.99 3.88 -1.59 -0.73
C -2.64 4.15 -1.38 -0.14
N -1.93 3.01 -1.47 0.00
N -2.80 1.92 -1.56 -0.02
C -4.00 2.47 -1.73 -0.23
H -2.19 5.11 -1.26 0.12
H -1.02 2.86 -1.04 0.12
H -4.86 1.84 -1.88 0.09
```


(4)
Computed, not measured: C35H33N6O5PbSSi as an isolated structure at a distorted geometry, with ωB97M-V/def2-TZVPD.

For the energy relative to the best compared isomer or geometry (same formula, charge and spin), the calculation gives 0.816 eV. Its charge is -1. As for the HOMO-LUMO gap: 6.75 eV. The total energy is -2938.88035 Ha. The calculation puts the HOMO energy at -4.67 eV.

```
82
Properties=species:S:1:pos:R:3:lowdin_charge:R:1
Pb 0.09 0.99 0.10 1.33
N 0.58 2.18 4.69 0.05
C 0.80 2.06 3.35 -0.90
S -0.37 2.79 2.30 0.50
N 1.92 1.46 3.03 -0.01
N 2.06 1.29 1.69 -0.06
C 3.25 1.12 1.23 -0.21
C 4.48 1.15 2.08 -0.20
C 5.33 2.25 2.04 -0.03
C 6.48 2.28 2.81 -0.09
C 6.80 1.19 3.62 -0.10
C 5.96 0.09 3.65 -0.08
C 4.80 0.07 2.89 -0.03
C 3.40 0.89 -0.23 -0.22
C 4.63 0.56 -0.80 -0.01
C 4.68 0.30 -2.16 -0.06
C 3.52 0.38 -2.91 -0.03
C 2.34 0.72 -2.26 -0.13
N 2.29 0.97 -0.96 -0.01
H -0.36 2.39 4.97 0.07
H 1.14 1.59 5.28 0.08
H 5.07 3.10 1.41 0.12
H 7.13 3.14 2.78 0.10
H 7.71 1.21 4.21 0.10
H 6.20 -0.76 4.28 0.10
H 4.14 -0.78 2.93 0.11
H 5.51 0.49 -0.18 0.11
H 5.62 0.03 -2.62 0.10
H 3.52 0.18 -3.97 0.10
H 1.39 0.78 -2.79 0.05
O 0.27 1.98 -3.05 -0.05
C -0.46 1.55 -3.92 -0.21
C -1.06 0.23 -4.04 -0.11
C -1.84 0.02 -5.16 0.03
C -2.44 -1.21 -5.39 -0.18
C -2.25 -2.27 -4.49 -0.01
C -1.49 -2.09 -3.38 0.00
C -0.86 -0.83 -3.06 -0.37
O -0.17 -0.70 -2.03 -0.14
N -3.29 -1.37 -6.54 -0.38
O -3.47 -0.42 -7.28 0.03
O -3.82 -2.46 -6.71 0.03
H -0.75 2.22 -4.76 0.12
H -2.00 0.82 -5.87 0.12
H -2.72 -3.22 -4.70 0.11
H -1.33 -2.90 -2.68 0.11
C 0.91 -2.21 3.43 -0.17
Si 0.09 -2.16 1.73 0.35
C 1.46 -2.30 0.46 -0.17
C -0.98 -3.69 1.52 -0.17
N -0.81 -0.72 1.44 -0.19
C -2.04 -0.50 2.01 -0.33
C -2.48 -1.14 3.19 -0.05
C -3.74 -0.93 3.72 -0.11
C -4.63 -0.05 3.13 -0.11
C -4.22 0.62 1.98 -0.03
C -2.98 0.38 1.45 -0.25
O -2.56 1.09 0.32 -0.17
C -3.46 1.22 -0.72 -0.28
C -4.22 0.15 -1.17 0.00
C -5.10 0.34 -2.22 -0.08
C -5.21 1.58 -2.83 -0.10
C -4.43 2.64 -2.39 -0.09
C -3.55 2.47 -1.33 0.00
H 1.58 -3.08 3.52 0.02
H 0.19 -2.27 4.24 0.01
H 1.49 -1.30 3.57 0.01
H 1.85 -3.32 0.47 0.03
H 2.29 -1.63 0.67 0.01
H 1.09 -2.09 -0.55 0.01
H -0.38 -4.59 1.69 0.02
H -1.35 -3.73 0.49 0.03
H -1.84 -3.72 2.19 0.02
H -1.80 -1.82 3.69 0.07
H -4.02 -1.46 4.63 0.09
H -5.61 0.13 3.55 0.09
H -4.88 1.32 1.48 0.12
H -4.11 -0.81 -0.68 0.13
H -5.69 -0.49 -2.58 0.10
H -5.89 1.72 -3.66 0.10
H -4.50 3.61 -2.87 0.10
H -2.93 3.28 -0.96 0.12
```


(5)
Computed, not measured: one molecule with the formula C5H7NO2 at a distorted geometry, with ωB97M-V/def2-TZVPD.

For the energy relative to the best compared isomer or geometry (same formula, charge and spin), the calculation gives 2.032 eV. As for the HOMO-LUMO gap: 8.50 eV. The total energy is -399.89090 Ha. The calculation puts the HOMO energy at -7.63 eV.

```
15
Properties=species:S:1:pos:R:3:lowdin_charge:R:1
C 0.85 -0.82 0.68 -0.13
N -1.21 1.07 0.12 0.07
C -1.26 -0.18 -0.46 -0.40
C 1.14 0.61 0.33 -0.32
C 0.13 1.41 -0.10 -0.08
C -0.43 -1.20 -0.04 -0.05
O -2.38 -0.43 -1.19 0.06
O 2.42 1.07 0.36 0.03
H -2.34 -1.36 -1.48 0.11
H 3.03 0.31 0.36 0.11
H -1.91 1.73 -0.22 0.14
H 0.30 2.44 -0.39 0.12
H 1.66 -1.47 0.33 0.11
H 0.75 -0.94 1.77 0.12
H -0.73 -2.24 -0.06 0.10
```


(6)
Computed, not measured: C29H29F3GeMnN2O3Se2 as an isolated structure at a distorted geometry, with ωB97M-V/def2-TZVPD.

For the energy relative to the best compared isomer or geometry (same formula, charge and spin), the calculation gives 2.871 eV. Its charge is -2. As for the HOMO-LUMO gap (spin up / spin down): 3.63 / 5.49 eV. The total energy is -9787.91061 Ha. As for the expectation value of S²: 9.07. The calculation puts the HOMO energy (spin up / spin down) at 0.52 / -1.36 eV. As for the spin multiplicity: 6.

```
70
Properties=species:S:1:pos:R:3:lowdin_charge:R:1
Mn 0.88 -0.29 -0.64 0.21
O 4.12 0.54 1.64 -0.13
C 4.39 1.82 2.16 -0.25
C 3.32 2.87 1.79 -0.58
C 3.78 4.18 2.45 -0.24
O 2.87 5.26 2.22 -0.07
C 3.25 3.09 0.27 -0.51
Se 2.63 1.56 -0.80 0.80
C 1.94 2.50 2.35 -0.45
Se 1.10 0.88 1.61 0.76
H 4.84 -0.03 1.93 0.09
H 5.36 2.17 1.79 0.12
H 4.44 1.76 3.27 0.12
H 4.78 4.45 2.10 0.12
H 3.86 4.05 3.54 0.12
H 3.21 5.76 1.48 0.08
H 4.23 3.39 -0.11 0.06
H 2.55 3.91 0.05 0.05
H 1.23 3.32 2.16 0.06
H 2.01 2.38 3.44 0.07
N 3.82 0.14 -7.46 0.04
C 3.36 0.07 -6.39 -0.29
C 2.81 -0.02 -5.10 -0.29
C 3.45 -0.76 -4.07 -0.06
C 2.87 -0.81 -2.84 -0.21
N 1.70 -0.18 -2.52 -0.25
C 1.10 0.53 -3.51 -0.20
C 1.59 0.65 -4.78 -0.06
H 4.38 -1.29 -4.26 0.09
H 3.33 -1.36 -2.03 0.09
H 0.17 1.02 -3.23 0.10
H 1.06 1.23 -5.52 0.09
C 0.23 -2.50 2.32 -0.26
Ge -0.86 -1.41 1.12 0.88
C -1.89 -0.07 2.20 -0.33
C -2.77 -0.58 3.16 -0.12
C -3.53 0.26 3.96 -0.12
C -3.44 1.64 3.81 -0.13
C -2.58 2.16 2.86 -0.10
C -1.81 1.32 2.06 -0.20
C -2.26 -2.50 0.24 -0.24
C -2.33 -3.85 0.55 -0.12
C -3.30 -4.68 -0.03 -0.10
C -4.22 -4.17 -0.92 -0.06
C -4.19 -2.81 -1.26 -0.18
C -5.13 -2.27 -2.17 -0.06
C -5.10 -0.94 -2.49 -0.11
C -4.14 -0.09 -1.92 -0.09
C -3.21 -0.59 -1.04 -0.05
C -3.21 -1.96 -0.68 -0.18
H -0.40 -2.98 3.08 0.00
H 0.96 -1.86 2.82 -0.01
H 0.75 -3.27 1.75 0.02
H -2.86 -1.65 3.30 0.09
H -4.21 -0.15 4.70 0.08
H -4.04 2.30 4.43 0.08
H -2.51 3.24 2.73 0.09
H -1.17 1.75 1.32 0.02
H -1.63 -4.28 1.25 0.09
H -3.33 -5.73 0.23 0.09
H -4.96 -4.83 -1.36 0.10
H -5.88 -2.92 -2.62 0.10
H -5.83 -0.54 -3.19 0.09
H -4.12 0.96 -2.18 0.10
H -2.49 0.10 -0.62 0.09
F -1.16 -1.36 -2.48 0.04
C -0.07 -1.84 -1.82 -0.56
F -0.47 -2.91 -1.10 0.00
F 0.69 -2.42 -2.77 0.07
O 2.03 -1.34 -0.19 -0.51
```


energy relative to the best compared isomer or geometry (same formula, charge and spin) of number 3 (C27H31Br2CaFIN8O4S)? 0.586 eV


Which formula does entry 5 have? C5H7NO2


Please write out number 4 again, unchanged.
Computed, not measured: C35H33N6O5PbSSi as an isolated structure at a distorted geometry, with ωB97M-V/def2-TZVPD.

For the energy relative to the best compared isomer or geometry (same formula, charge and spin), the calculation gives 0.816 eV. Its charge is -1. As for the HOMO-LUMO gap: 6.75 eV. The total energy is -2938.88035 Ha. The calculation puts the HOMO energy at -4.67 eV.

```
82
Properties=species:S:1:pos:R:3:lowdin_charge:R:1
Pb 0.09 0.99 0.10 1.33
N 0.58 2.18 4.69 0.05
C 0.80 2.06 3.35 -0.90
S -0.37 2.79 2.30 0.50
N 1.92 1.46 3.03 -0.01
N 2.06 1.29 1.69 -0.06
C 3.25 1.12 1.23 -0.21
C 4.48 1.15 2.08 -0.20
C 5.33 2.25 2.04 -0.03
C 6.48 2.28 2.81 -0.09
C 6.80 1.19 3.62 -0.10
C 5.96 0.09 3.65 -0.08
C 4.80 0.07 2.89 -0.03
C 3.40 0.89 -0.23 -0.22
C 4.63 0.56 -0.80 -0.01
C 4.68 0.30 -2.16 -0.06
C 3.52 0.38 -2.91 -0.03
C 2.34 0.72 -2.26 -0.13
N 2.29 0.97 -0.96 -0.01
H -0.36 2.39 4.97 0.07
H 1.14 1.59 5.28 0.08
H 5.07 3.10 1.41 0.12
H 7.13 3.14 2.78 0.10
H 7.71 1.21 4.21 0.10
H 6.20 -0.76 4.28 0.10
H 4.14 -0.78 2.93 0.11
H 5.51 0.49 -0.18 0.11
H 5.62 0.03 -2.62 0.10
H 3.52 0.18 -3.97 0.10
H 1.39 0.78 -2.79 0.05
O 0.27 1.98 -3.05 -0.05
C -0.46 1.55 -3.92 -0.21
C -1.06 0.23 -4.04 -0.11
C -1.84 0.02 -5.16 0.03
C -2.44 -1.21 -5.39 -0.18
C -2.25 -2.27 -4.49 -0.01
C -1.49 -2.09 -3.38 0.00
C -0.86 -0.83 -3.06 -0.37
O -0.17 -0.70 -2.03 -0.14
N -3.29 -1.37 -6.54 -0.38
O -3.47 -0.42 -7.28 0.03
O -3.82 -2.46 -6.71 0.03
H -0.75 2.22 -4.76 0.12
H -2.00 0.82 -5.87 0.12
H -2.72 -3.22 -4.70 0.11
H -1.33 -2.90 -2.68 0.11
C 0.91 -2.21 3.43 -0.17
Si 0.09 -2.16 1.73 0.35
C 1.46 -2.30 0.46 -0.17
C -0.98 -3.69 1.52 -0.17
N -0.81 -0.72 1.44 -0.19
C -2.04 -0.50 2.01 -0.33
C -2.48 -1.14 3.19 -0.05
C -3.74 -0.93 3.72 -0.11
C -4.63 -0.05 3.13 -0.11
C -4.22 0.62 1.98 -0.03
C -2.98 0.38 1.45 -0.25
O -2.56 1.09 0.32 -0.17
C -3.46 1.22 -0.72 -0.28
C -4.22 0.15 -1.17 0.00
C -5.10 0.34 -2.22 -0.08
C -5.21 1.58 -2.83 -0.10
C -4.43 2.64 -2.39 -0.09
C -3.55 2.47 -1.33 0.00
H 1.58 -3.08 3.52 0.02
H 0.19 -2.27 4.24 0.01
H 1.49 -1.30 3.57 0.01
H 1.85 -3.32 0.47 0.03
H 2.29 -1.63 0.67 0.01
H 1.09 -2.09 -0.55 0.01
H -0.38 -4.59 1.69 0.02
H -1.35 -3.73 0.49 0.03
H -1.84 -3.72 2.19 0.02
H -1.80 -1.82 3.69 0.07
H -4.02 -1.46 4.63 0.09
H -5.61 0.13 3.55 0.09
H -4.88 1.32 1.48 0.12
H -4.11 -0.81 -0.68 0.13
H -5.69 -0.49 -2.58 0.10
H -5.89 1.72 -3.66 0.10
H -4.50 3.61 -2.87 0.10
H -2.93 3.28 -0.96 0.12
```


Which value of energy relative to the best compared isomer or geometry (same formula, charge and spin) does entry 2 give? 2.049 eV